Entry 1:
{"formula": "C22H62N4O7", "method": "ωB97M-V/def2-TZVPD", "homo_lumo_gap_ev": 8.893, "fmax_ev_per_a": 1.48, "relative_energy_kj_mol": 0.0, "total_energy_ev": -44109.979, "elements": ["O", "O", "O", "O", "O", "O", "O", "N", "N", "N", "N", "C", "C", "C", "C", "C", "C", "C", "C", "C", "C", "C", "C", "C", "C", "C", "C", "C", "C", "C", "C", "C", "C", "H", "H", "H", "H", "H", "H", "H", "H", "H", "H", "H", "H", "H", "H", "H", "H", "H", "H", "H", "H", "H", "H", "H", "H", "H", "H", "H", "H", "H", "H", "H", "H", "H", "H", "H", "H", "H", "H", "H", "H", "H", "H", "H", "H", "H", "H", "H", "H", "H", "H", "H", "H", "H", "H", "H", "H", "H", "H", "H", "H", "H", "H"], "coordinates": [[-1.2332, 3.6018, -1.3919], [-2.8285, 0.0863, 0.3965], [3.1159, -3.9520, 1.6636], [2.5492, 5.0258, 3.1766], [-0.1248, 0.8810, 0.6763], [-1.4821, -3.6198, -1.2910], [-3.7735, 0.3281, -2.2574], [0.4910, -5.5290, 1.2803], [-1.7839, 3.3648, 1.4630], [3.3126, -3.7242, -1.1681], [1.5250, 3.6082, -0.0159], [0.3333, -0.3709, -1.3450], [4.4633, -1.4951, -0.8987], [-4.9328, -0.7064, 1.3486], [-1.5732, -4.5795, -2.3437], [-2.9712, 0.1457, -3.4389], [2.0113, 3.6023, 1.3612], [-0.6157, -5.2594, 0.3570], [2.2303, 5.0299, 1.8008], [3.2701, 2.7713, 1.4517], [-2.4352, 4.3228, 0.5689], [-0.4949, -3.8946, -0.3223], [2.7469, 6.3129, 3.6894], [-2.5658, -1.3174, -3.5978], [3.4366, -2.7361, 1.0388], [-3.4461, -0.9457, 1.1360], [-1.2011, 3.5857, -2.7963], [-1.7671, 5.6836, 0.7118], [4.1135, -2.8705, -0.3017], [-1.9387, -5.3567, 1.0977], [0.6891, -0.1133, 0.0949], [-2.5345, 3.8883, -0.8808], [4.2482, -4.6518, 2.0950], [-2.0375, -4.5064, 1.7786], [-1.7145, 5.9311, 1.7738], [-3.1362, 2.9666, -0.9517], [-5.0908, 0.1142, 2.0557], [3.9579, 3.0657, 0.6533], [-5.4458, -0.4142, 0.4304], [4.0506, -5.2088, 3.0097], [-0.6206, -6.0047, -0.4478], [-2.3542, 6.4811, 0.2460], [0.5092, -3.8125, -0.7614], [5.4247, -1.5737, -1.4107], [-0.5863, -4.9382, -2.6510], [-2.0138, 2.9872, -3.2254], [-1.4910, -1.4089, -3.7773], [-0.9641, 2.9702, 0.9959], [3.8141, -3.9115, -2.0306], [0.5938, -1.0212, 0.7005], [-3.0708, -0.0069, -0.5386], [2.4609, -2.2537, 0.8660], [3.2810, 6.2297, 4.6353], [-3.0531, 4.6506, -1.4763], [-1.2175, 4.5828, -3.2568], [-2.0872, 0.7738, -3.3487], [-0.2478, 3.1457, -3.1037], [-0.5402, -1.0268, -1.4310], [-2.7757, -5.4036, 0.4040], [1.2967, 5.5887, 1.6329], [-3.0846, -1.8491, -4.3934], [-1.0689, 0.6972, 0.5361], [-4.6873, 0.4923, -2.4986], [0.1081, 0.5653, -1.8567], [-3.3266, -1.9057, 0.6146], [-3.5249, 0.4739, -4.3201], [1.2219, 3.1977, 2.0098], [1.7174, 0.2461, 0.1742], [1.1217, -0.9226, -1.8707], [5.1109, -3.9921, 2.2507], [-2.9726, -1.0541, 2.1110], [1.5227, 2.6662, -0.3921], [5.0634, -3.3943, -0.1368], [3.7582, 2.9002, 2.4179], [1.3489, -5.0617, 0.9721], [4.6159, -0.7499, -0.1120], [2.4823, -3.2116, -1.4539], [-5.4143, -1.5912, 1.7671], [-2.3729, 2.5277, 1.4770], [-0.7584, 5.7382, 0.2979], [3.0309, 5.5277, 1.2367], [3.9673, -2.0673, 1.7269], [-0.5947, -3.1311, 0.4568], [1.8000, 6.8438, 3.8739], [0.5504, 3.8856, -0.0679], [-2.0857, -4.0649, -3.1494], [-2.1590, -5.4273, -1.9801], [-2.7186, -1.8352, -2.6487], [3.3276, 6.9567, 3.0132], [0.2448, -4.9671, 2.0995], [-3.4484, 4.4999, 0.9462], [3.7290, -1.1517, -1.6237], [4.5730, -5.3904, 1.3453], [-1.9378, -6.2622, 1.7075], [3.0844, 1.6987, 1.3402]]}

Entry 2:
{"formula": "CH3N3O2", "method": "ωB97M-V/def2-TZVPD", "homo_lumo_gap_ev": 11.021, "fmax_ev_per_a": 2.86, "relative_energy_kj_mol": 229.4, "total_energy_ev": -9649.054, "elements": ["O", "O", "N", "N", "N", "C", "H", "H", "H"], "coordinates": [[-3.3315, -0.0127, -0.3508], [0.0223, 1.4195, 0.1419], [-1.3582, -0.8411, 0.3616], [-2.3214, -0.4271, 0.0075], [1.6044, -0.0866, -0.4495], [0.6873, 0.4423, 0.3819], [0.6337, -0.0993, 1.3395], [1.8263, 0.4099, -1.2989], [2.2370, -0.8048, -0.1331]]}

Entry 3:
{"formula": "C5H11FO3Sn", "method": "ωB97M-V/def2-TZVPD", "homo_lumo_gap_ev": 7.214, "fmax_ev_per_a": 7.68, "total_energy_ev": -20049.952, "elements": ["Sn", "F", "O", "O", "O", "C", "C", "C", "C", "C", "H", "H", "H", "H", "H", "H", "H", "H", "H", "H", "H"], "coordinates": [[-0.0816, -1.1189, -0.8877], [5.1726, -0.1793, 0.1835], [-1.3412, -0.0889, 0.2868], [1.3248, -0.2189, 0.1005], [-1.6049, -1.5184, -1.9551], [-2.5067, 0.1810, -0.4963], [0.7612, 0.4923, 1.1838], [3.4446, -0.1829, 0.1345], [-0.6210, 1.0164, 0.8270], [-2.7647, -1.0788, -1.3240], [-2.2932, 1.0373, -1.1580], [0.6933, -0.1607, 2.0744], [-3.1785, -1.8554, -0.6487], [-3.3531, 0.4330, 0.1600], [1.3804, 1.3638, 1.4736], [3.4073, 0.9148, 0.1216], [-1.1397, 1.4210, 1.7089], [-0.5479, 1.8059, 0.0605], [-3.5655, -0.8345, -2.0478], [3.3874, -0.7747, 1.0580], [3.4264, -0.6543, -0.8553]]}

Entry 4:
{"formula": "C17H28N3O2S2Se4Tc", "method": "ωB97M-V/def2-TZVPD", "homo_lumo_gap_ev": [6.740, 6.829], "fmax_ev_per_a": 1.27, "charge": 1, "spin_multiplicity": 2, "relative_energy_kj_mol": 26.0, "total_energy_ev": -311897.629, "elements": ["Tc", "Se", "Se", "Se", "Se", "S", "S", "O", "O", "N", "N", "N", "C", "C", "C", "C", "C", "C", "C", "C", "C", "C", "C", "C", "C", "C", "C", "C", "C", "H", "H", "H", "H", "H", "H", "H", "H", "H", "H", "H", "H", "H", "H", "H", "H", "H", "H", "H", "H", "H", "H", "H", "H", "H", "H", "H", "H"], "coordinates": [[0.8570, 1.1728, 0.2660], [-2.5918, -1.0467, 0.1450], [0.9819, 3.5758, 0.8720], [-0.3891, 1.9917, -1.7852], [-0.4030, -1.2540, -0.6869], [5.3656, -0.3840, -0.1455], [2.8456, 1.1115, -0.9783], [-3.1913, -5.6810, -1.3106], [-0.6635, -3.3976, -3.1030], [3.2943, -0.3386, 1.3142], [1.9818, 0.0357, 1.5566], [-0.4515, 0.9172, 1.9665], [1.4043, -0.4502, 2.5962], [-2.3668, 1.2050, 3.3657], [-1.8627, 0.2951, 4.2789], [5.8928, 0.6713, -1.5039], [-1.8550, -3.6259, -1.0327], [-0.6331, -0.2947, 4.0293], [-1.6329, 1.4835, 2.2261], [0.0539, 0.0465, 2.8768], [0.3469, 4.5526, -0.7054], [-2.9882, -2.9305, -0.2705], [-1.9719, -5.1495, -0.8299], [-1.9613, -3.3120, -2.5338], [-2.2248, 2.5670, -1.4847], [-0.5120, -3.1919, -0.4445], [3.7304, 0.1254, 0.1792], [2.8461, 4.1093, 0.7537], [0.4075, 3.7565, -1.9842], [3.2143, 3.9161, -0.2491], [1.9193, -1.1498, 3.2456], [-2.2988, 3.2118, -0.6121], [-0.1932, -0.9954, 4.7254], [6.8689, 0.2835, -1.7911], [-0.1181, 4.2678, -2.7910], [-1.8243, -5.3969, 0.2272], [-3.8899, -5.5155, -0.6704], [-0.6730, 4.8556, -0.4736], [0.9561, 5.4555, -0.7546], [-1.1801, -5.6339, -1.4028], [-2.8126, 1.6648, -1.3287], [-2.4094, -2.3241, -2.6856], [-0.7302, -3.2892, -4.0555], [-0.4573, -3.4135, 0.6209], [-2.4088, 0.0607, 5.1824], [0.3346, -3.6288, -0.9671], [-3.1428, -3.4083, 0.6968], [3.3929, 3.4954, 1.4650], [2.9231, 5.1606, 1.0194], [-2.6197, -4.0605, -2.9821], [5.2190, 0.6020, -2.3530], [-2.5806, 3.0875, -2.3708], [1.4316, 3.5665, -2.3048], [-3.3184, 1.6926, 3.5214], [5.9962, 1.7046, -1.1825], [-3.9174, -2.9518, -0.8381], [-1.9905, 2.1823, 1.4816]]}